*a*
Formula: C3H11N2O2
Source: the Open Molecules 2025 dataset
Level of theory: ωB97M-V/def2-TZVPD

Each line ends with the Mulliken charge.
Cartesian coordinates (Å):
O: 0.32 0.87 2.10  -0.600
C: 0.26 -0.28 1.72  0.675
N: 1.15 -1.25 2.04  -0.402
C: -0.63 -0.57 0.50  -0.818
N: -1.08 0.71 -0.07  -0.094
C: -1.35 0.70 -1.51  -0.825
H: 1.60 -1.08 2.94  0.296
H: 1.06 -2.26 1.90  0.248
H: -0.12 -1.24 -0.21  0.383
H: -1.50 -1.02 1.02  0.371
H: -0.26 1.35 0.08  0.404
H: -1.86 1.12 0.45  0.375
H: -0.42 0.61 -2.11  0.208
H: -1.81 1.58 -1.99  0.360
H: -1.98 -0.09 -1.91  0.398
H: 2.88 0.69 -1.33  0.301
H: 1.71 -0.06 -2.23  0.318
O: 2.04 0.22 -1.39  -0.598

Computed properties:
E_LUMO	-0.1124	Ha
HOMO	-0.53389	Ha
Kohn-Sham gap	11.469	eV
net charge	+1

=====

*b*
Formula: C3H11N2O2
Source: the Open Molecules 2025 dataset
Level of theory: ωB97M-V/def2-TZVPD

Each line ends with the Mulliken charge.
Cartesian coordinates (Å):
N: 1.04 1.79 1.06  -0.327
C: -0.24 1.06 1.08  -0.426
C: 0.00 -0.24 0.29  0.118
N: -1.11 -1.20 0.70  -0.176
C: -0.97 -2.48 -0.12  -0.698
O: 0.02 -0.06 -1.05  -0.483
H: 1.29 1.83 0.14  0.217
H: 0.93 -0.88 0.70  0.289
H: 0.95 2.71 1.52  0.306
H: -0.44 0.76 2.15  0.387
H: -1.13 1.55 0.64  0.341
H: -1.96 -0.74 0.53  0.344
H: -0.23 -3.11 0.43  0.314
H: -0.61 -2.20 -1.27  0.307
H: -1.99 -2.98 -0.16  0.364
H: 0.99 0.97 -1.75  0.425
H: 1.82 1.47 -2.92  0.347
O: 1.64 1.74 -1.98  -0.650

Computed properties:
E_LUMO	-0.3693	Ha
HOMO	-0.53880	Ha
Kohn-Sham gap	4.613	eV
net charge	+1

=====

Best to worst by energy: *a*, *b*.

=====

*a*
Formula: C4H7NO
Source: the Open Molecules 2025 dataset
Level of theory: ωB97M-V/def2-TZVPD

Each line ends with the Mulliken charge.
Cartesian coordinates (Å):
O: 0.22 2.15 -1.22  -0.637
C: -0.70 -0.71 -0.43  -0.554
C: 0.68 -1.25 -0.25  -0.542
C: 0.15 -0.23 0.73  0.080
C: -0.20 -0.64 2.07  0.016
N: -0.49 -0.97 3.14  -0.434
H: 0.39 2.89 -1.82  0.290
H: -0.87 0.01 -1.22  0.225
H: -1.54 -1.36 -0.19  0.288
H: 1.45 -0.89 -0.93  0.226
H: 0.80 -2.27 0.10  0.294
H: -0.45 2.48 -0.61  0.327
H: 0.57 0.77 0.65  0.419

Computed properties:
E_LUMO	0.0158	Ha
HOMO	-0.38645	Ha
Kohn-Sham gap	10.947	eV
net charge	0

=====

*b*
Formula: C4H7NO
Source: the Open Molecules 2025 dataset
Level of theory: ωB97M-V/def2-TZVPD

Each line ends with the Mulliken charge.
Cartesian coordinates (Å):
O: 0.34 -1.58 1.15  -0.547
C: 0.10 -0.45 0.39  0.432
C: 1.05 0.75 0.37  -0.739
N: -0.36 0.92 -0.89  -0.484
C: 0.06 -0.49 -1.13  -0.393
C: -1.13 0.44 0.31  -0.363
H: 0.44 -1.32 2.07  0.342
H: 0.55 1.69 -0.01  0.401
H: 2.01 0.48 -0.08  0.268
H: -0.73 -1.05 -1.64  0.282
H: 1.01 -0.56 -1.67  0.244
H: -1.26 1.19 1.11  0.271
H: -2.07 -0.02 0.02  0.287

Computed properties:
E_LUMO	0.0186	Ha
HOMO	-0.32186	Ha
Kohn-Sham gap	9.265	eV
net charge	0

=====

Best to worst by energy: *a*, *b*.

=====

*a*
Formula: C4H7NO
Source: the Open Molecules 2025 dataset
Level of theory: ωB97M-V/def2-TZVPD

Each line ends with the Mulliken charge.
Cartesian coordinates (Å):
C: 1.60 1.31 -0.17  -1.026
C: 0.87 0.20 -0.86  0.170
C: -1.34 -1.81 0.09  -0.443
N: -1.44 -0.73 0.75  -0.005
C: -1.33 0.37 1.30  -0.289
O: -0.03 0.35 -1.65  -0.492
H: 2.67 1.29 -0.42  0.364
H: 1.16 2.27 -0.46  0.288
H: 1.50 1.17 0.91  0.288
H: 1.18 -0.83 -0.57  0.382
H: -1.18 -1.75 -0.98  0.333
H: -1.41 -2.76 0.61  0.252
H: -2.26 0.93 1.43  0.176

Computed properties:
E_LUMO	0.0394	Ha
HOMO	-0.30717	Ha
Kohn-Sham gap	9.431	eV
net charge	0

=====

*b*
Formula: C4H7NO
Source: the Open Molecules 2025 dataset
Level of theory: ωB97M-V/def2-TZVPD

Each line ends with the Mulliken charge.
Cartesian coordinates (Å):
C: 0.81 -1.16 0.49  -0.764
C: 0.89 0.24 0.32  -0.105
N: 0.62 0.63 -1.05  -0.515
C: -0.83 0.64 -0.84  -0.465
C: -0.82 -0.06 0.56  0.555
O: -1.45 0.17 1.59  -0.705
H: 0.99 -1.83 -0.35  0.328
H: -0.72 -1.26 0.25  0.110
H: 0.85 -1.57 1.50  0.337
H: 1.32 0.91 1.06  0.395
H: 0.99 1.55 -1.28  0.281
H: -1.41 0.13 -1.61  0.272
H: -1.25 1.63 -0.65  0.277

Computed properties:
E_LUMO	0.0251	Ha
HOMO	-0.29387	Ha
Kohn-Sham gap	8.679	eV
net charge	0

=====

*c*
Formula: C4H7NO
Source: the Open Molecules 2025 dataset
Level of theory: ωB97M-V/def2-TZVPD

Each line ends with the Mulliken charge.
Cartesian coordinates (Å):
C: -1.45 0.14 1.22  -0.626
C: 0.48 0.11 -0.07  -0.175
C: 1.74 -0.60 -0.38  -0.314
N: 0.46 -1.33 -0.31  -0.451
C: -0.20 1.15 -0.72  0.098
O: -1.36 1.43 -0.35  -0.473
H: -2.51 0.26 1.04  0.296
H: -1.12 -0.90 1.25  0.330
H: -1.05 0.79 1.99  0.280
H: 2.20 -0.47 -1.36  0.259
H: 2.43 -0.83 0.42  0.204
H: 0.12 -1.55 -1.25  0.199
H: 0.25 1.80 -1.48  0.374

Computed properties:
E_LUMO (alpha / beta)	-0.0004 / -0.0004	Ha
HOMO (alpha / beta)	-0.28110 / -0.28108	Ha
Kohn-Sham gap (alpha / beta)	7.638 / 7.637	eV
net charge	0

=====

*d*
Formula: C4H7NO
Source: the Open Molecules 2025 dataset
Level of theory: ωB97M-V/def2-TZVPD

Each line ends with the Mulliken charge.
Cartesian coordinates (Å):
C: -1.82 -0.09 0.00  -1.146
C: -0.32 -0.26 0.23  0.192
N: 0.81 -0.88 -0.62  -0.597
C: 1.75 0.17 -0.10  -0.448
C: 0.49 0.99 -0.07  0.537
O: 0.17 2.02 -0.60  -0.550
H: -2.42 -1.02 0.03  0.342
H: -2.07 0.49 -0.89  0.295
H: -2.16 0.51 0.86  0.291
H: -0.17 -0.62 1.26  0.256
H: 1.07 -1.81 -0.30  0.262
H: 2.56 0.52 -0.73  0.314
H: 2.11 -0.04 0.92  0.251

Computed properties:
E_LUMO	0.0269	Ha
HOMO	-0.35530	Ha
Kohn-Sham gap	10.401	eV
net charge	0

=====

Best to worst by energy: *d*, *a*, *b*, *c*.

=====

*a*
Formula: C4H7NO
Source: the Open Molecules 2025 dataset
Level of theory: ωB97M-V/def2-TZVPD

Each line ends with the Mulliken charge.
Cartesian coordinates (Å):
O: -1.38 -1.98 -1.10  -0.416
C: -1.96 -1.07 -0.65  0.753
C: 0.82 0.20 -0.61  -0.543
C: 1.62 0.94 0.42  -0.500
C: 0.65 -0.13 0.84  -0.392
N: -2.45 -0.06 -0.17  -0.544
H: 1.32 -0.53 -1.24  0.220
H: 0.01 0.73 -1.11  0.244
H: 2.68 0.73 0.49  0.231
H: 1.35 1.97 0.61  0.229
H: 1.05 -1.07 1.21  0.216
H: -0.27 0.19 1.33  0.248
H: -3.43 0.08 -0.01  0.254

Computed properties:
E_LUMO	0.0289	Ha
HOMO	-0.38765	Ha
Kohn-Sham gap	11.334	eV
net charge	0

=====

*b*
Formula: C4H7NO
Source: the Open Molecules 2025 dataset
Level of theory: ωB97M-V/def2-TZVPD

Each line ends with the Mulliken charge.
Cartesian coordinates (Å):
O: 1.29 -2.06 -1.34  -0.482
C: 0.96 -0.95 -1.00  0.081
C: 1.12 -0.43 0.42  -0.387
N: 0.02 0.35 0.97  -0.266
C: -1.31 0.03 0.49  -0.376
C: -0.68 1.33 0.15  -0.288
H: 0.54 -0.23 -1.74  0.322
H: 2.04 0.16 0.47  0.288
H: 1.25 -1.31 1.06  0.271
H: -2.08 -0.06 1.25  0.226
H: -1.39 -0.71 -0.32  0.219
H: -0.40 1.48 -0.89  0.158
H: -0.95 2.25 0.67  0.235

Computed properties:
E_LUMO	0.0383	Ha
HOMO	-0.33798	Ha
Kohn-Sham gap	10.239	eV
net charge	0

=====

*c*
Formula: C4H7NO
Source: the Open Molecules 2025 dataset
Level of theory: ωB97M-V/def2-TZVPD

Each line ends with the Mulliken charge.
Cartesian coordinates (Å):
O: -1.01 0.12 -1.15  -0.422
C: -1.08 -0.41 0.10  0.562
C: -0.42 0.59 1.02  -0.481
C: 0.97 0.43 0.39  -0.470
C: 0.52 0.14 -1.09  -0.523
N: -1.11 -1.65 0.30  -0.684
H: -0.79 1.60 0.83  0.246
H: -0.50 0.33 2.07  0.332
H: 1.64 1.30 0.47  0.308
H: 1.48 -0.43 0.85  0.263
H: 0.70 0.93 -1.78  0.333
H: 0.90 -0.84 -1.43  0.270
H: -1.28 -2.12 -0.59  0.265

Computed properties:
E_LUMO	0.0375	Ha
HOMO	-0.37216	Ha
Kohn-Sham gap	11.147	eV
net charge	0

=====

*d*
Formula: C4H7NO
Source: the Open Molecules 2025 dataset
Level of theory: ωB97M-V/def2-TZVPD

Each line ends with the Mulliken charge.
Cartesian coordinates (Å):
O: -0.03 1.82 -1.86  -0.431
N: 0.09 1.68 -0.45  -0.298
C: -0.05 0.33 -0.10  0.195
C: -0.06 -0.85 -0.73  -0.583
C: -0.03 -1.63 0.57  -0.372
C: -0.14 -0.25 1.29  -0.462
H: -0.45 2.69 -1.95  0.345
H: -0.04 -1.14 -1.78  0.400
H: 1.07 1.89 -0.26  0.303
H: -0.84 -2.34 0.77  0.257
H: 0.93 -2.12 0.75  0.196
H: -1.12 -0.08 1.76  0.198
H: 0.65 0.00 2.00  0.252

Computed properties:
E_LUMO	0.0382	Ha
HOMO	-0.31440	Ha
Kohn-Sham gap	9.596	eV
net charge	0

=====

Best to worst by energy: *a*, *c*, *b*, *d*.